A molecular structure, C27H25LuN7. Source: OMol25; level of theory: ωB97M-V with the def2-TZVPD basis set.

The geometry in XYZ format:
```
60
Properties=species:S:1:pos:R:3:forces:R:3:lowdin_charge:R:1
Lu -0.01765 0.63394 0.30765 -0.17 -0.76 0.09 1.863
C -3.06744 1.35563 -3.17668 -0.03 -0.01 -0.03 -0.055
C -2.08449 1.58598 -2.22271 -0.11 0.00 -0.03 -0.080
N -1.42302 0.57047 -1.66519 0.39 0.16 0.58 -0.029
C -1.71609 -0.67964 -2.06466 0.09 -0.34 0.13 -0.178
C -2.74806 -0.88648 -2.96766 -0.16 0.18 -0.20 -0.012
N -3.41642 0.12308 -3.51994 0.11 -0.09 0.11 0.153
C -0.86051 -1.78063 -1.53061 -0.07 0.28 -0.07 -0.178
C -0.98185 -3.09360 -1.91160 -0.06 -0.18 -0.09 0.087
C -0.08520 -4.05820 -1.42346 -0.02 0.08 0.01 -0.069
C 0.95352 -3.59768 -0.60229 0.01 -0.14 -0.07 0.089
C 1.04838 -2.26162 -0.29248 0.14 0.08 0.14 -0.189
N 0.12323 -1.37319 -0.70459 0.03 0.23 0.14 -0.025
C 2.17635 -1.67949 0.48653 -0.12 -0.13 -0.09 -0.196
C 3.27127 -2.41181 0.91241 0.26 0.01 0.10 -0.008
N 4.27777 -1.85919 1.58828 -0.15 0.03 -0.08 0.158
C 4.20932 -0.56125 1.84211 0.06 -0.07 0.02 -0.041
C 3.11974 0.19741 1.42927 0.04 0.00 -0.04 -0.061
N 2.11490 -0.36109 0.75527 -0.52 0.34 0.04 -0.037
C -0.21145 -5.47690 -1.78765 0.05 0.14 0.04 -0.175
C -1.44272 -6.02068 -2.14079 -0.09 -0.02 0.03 0.000
C -1.50692 -7.36612 -2.46739 0.05 -0.26 -0.05 -0.092
N -0.44799 -8.17747 -2.48030 0.04 0.46 0.12 0.114
C 0.72941 -7.64392 -2.15081 -0.10 -0.24 -0.08 -0.089
C 0.89919 -6.31565 -1.79233 0.07 -0.03 -0.04 0.004
H -3.57940 2.18214 -3.65427 -0.02 -0.03 -0.02 0.136
H -1.83394 2.59420 -1.91485 0.01 0.01 -0.01 0.121
H -3.04720 -1.88363 -3.26231 -0.01 0.03 -0.05 0.134
H -1.74250 -3.38879 -2.61827 0.00 -0.03 0.02 0.123
H 1.67519 -4.29874 -0.21222 0.00 -0.02 -0.03 0.122
H 3.35973 -3.46920 0.70181 0.03 0.00 0.03 0.134
H 5.02627 -0.10174 2.38480 0.02 -0.04 0.00 0.139
H 3.07212 1.25865 1.64050 0.00 0.01 0.02 0.125
H -2.35868 -5.44346 -2.12749 0.04 0.01 0.01 0.115
H -2.45767 -7.81416 -2.73023 0.01 -0.02 0.00 0.125
H 1.58389 -8.30943 -2.17719 -0.02 -0.02 -0.01 0.126
H 1.89846 -5.96138 -1.57511 -0.03 0.02 0.01 0.116
C -5.33767 3.09916 2.26914 0.15 -0.24 0.07 0.034
N -4.61683 1.81803 2.58713 0.05 0.04 0.02 -0.184
C -5.04703 0.70641 1.68407 0.10 0.24 0.09 0.032
C -3.11170 2.03325 2.61661 -0.24 0.09 -0.03 -0.094
C -2.34218 0.78911 2.97837 0.00 -0.09 0.35 -0.289
C -2.66276 0.23044 4.21287 -0.03 -0.06 0.00 -0.030
C -2.04333 -0.92364 4.67832 -0.03 0.05 0.01 -0.021
C -1.05333 -1.51076 3.91414 0.00 0.02 -0.01 -0.043
C -0.69835 -0.91689 2.70751 0.17 -0.02 -0.02 -0.172
C -1.31220 0.23343 2.19469 0.04 0.49 -0.77 -0.254
H -6.40294 2.93485 2.40295 -0.02 0.05 -0.02 0.118
H -5.12001 3.36004 1.23682 -0.03 0.04 0.00 0.111
H -4.98284 3.87219 2.94526 -0.05 0.04 -0.02 0.115
H -4.88516 1.55794 3.53749 -0.04 -0.06 0.00 0.170
H -4.69117 0.94399 0.68399 -0.04 -0.04 -0.05 0.104
H -6.13226 0.66026 1.69530 -0.01 -0.07 -0.02 0.118
H -4.61347 -0.22275 2.03884 -0.01 -0.04 -0.03 0.106
H -2.97268 2.80713 3.37231 0.12 0.06 -0.06 0.146
H -2.85527 2.45413 1.64517 0.06 -0.08 -0.08 0.119
H -3.40174 0.70795 4.85267 0.04 -0.04 0.01 0.127
H -2.31965 -1.34180 5.63727 0.00 0.01 -0.02 0.131
H -0.54972 -2.40366 4.25990 0.00 0.00 -0.01 0.124
H 0.12143 -1.39510 2.17053 -0.01 -0.04 -0.06 0.062
```
Forces are in eV/Å.

The gap between HOMO and LUMO is 6.256 eV. The spin multiplicity is 1. The lowest unoccupied orbital energy comes out at -10.0 eV. Its total charge is +3.

---

A molecular structure, C11H17BMgN6O3S at a distorted geometry. Source: OMol25; level of theory: ωB97M-V with the def2-TZVPD basis set.

The geometry in XYZ format:
```
40
Properties=species:S:1:pos:R:3:forces:R:3:lowdin_charge:R:1
H -0.16657 2.91571 1.64929 0.05 -0.18 -0.17 0.096
N 0.17492 1.64030 -0.01038 0.21 0.56 -0.22 0.029
B 0.77725 0.67687 -2.25086 0.30 0.10 1.43 -0.489
N 0.71626 1.86572 -1.25569 -0.43 0.04 0.78 -0.033
C 1.06645 3.16047 -1.39022 -0.34 -0.08 0.81 -0.081
Mg -0.84454 -0.53346 0.62358 10.04 5.06 -0.19 0.424
H 1.49612 3.51480 -2.31586 -0.01 0.03 0.13 0.113
C 0.75383 3.80778 -0.19405 0.02 -0.46 -0.31 -0.063
H 0.89853 4.84074 0.05267 0.07 0.17 -0.03 0.080
C 0.19909 2.81139 0.63869 0.44 -0.03 -1.23 -0.130
H 1.18001 1.01589 -3.32304 -0.11 -0.06 -0.14 0.115
C -1.81926 -2.09288 1.13813 -4.43 -0.14 1.54 -0.010
H -2.32101 -2.32798 2.07887 0.06 -0.19 -0.18 0.070
H -0.79176 -2.47153 1.25380 -0.01 1.02 -0.18 0.075
H -2.31554 -2.62925 0.32598 0.04 0.39 0.16 0.063
N -0.65776 0.10227 -2.28844 -1.50 -0.64 0.92 0.023
N 1.67212 -0.41296 -1.60652 -0.22 -0.78 0.52 -0.028
N -1.33391 -0.34231 -1.12921 -2.11 0.11 -5.85 -0.030
N 1.26835 -1.00026 -0.43324 0.46 -0.15 -0.30 0.016
C -1.45457 -0.00307 -3.36492 -0.02 -0.26 1.18 -0.045
C 2.88455 -0.87517 -1.97180 -0.30 -0.32 0.74 -0.076
H -1.08338 0.31276 -4.33421 -0.17 -0.13 0.23 0.130
H 3.34080 -0.52530 -2.88646 0.06 -0.06 0.15 0.116
C -2.67744 -0.53802 -2.95564 -0.09 0.00 -0.02 -0.051
C 3.29960 -1.78321 -0.99890 -0.30 0.28 -0.10 -0.065
C -2.56741 -0.73606 -1.57726 1.39 0.67 -0.64 -0.121
C 2.25791 -1.81611 -0.04572 0.12 0.67 -1.19 -0.134
H -3.53152 -0.75803 -3.57602 0.06 0.04 0.04 0.094
H 4.21677 -2.33762 -0.97212 0.16 -0.04 -0.03 0.081
H -3.29838 -1.15164 -0.89510 0.07 0.17 -0.18 0.103
H 2.22063 -2.35840 0.88896 -0.15 0.11 -0.15 0.101
H -2.20077 -0.73156 1.10013 -2.66 -5.51 1.72 0.166
C -0.48173 -0.51780 4.54367 0.15 0.13 -0.08 -0.128
S 0.16397 0.20221 3.02678 0.14 0.32 0.30 0.474
O 1.18111 1.15317 3.41381 -0.75 -0.66 -0.24 -0.290
O 0.61959 -0.92120 2.16167 -0.49 0.36 0.83 -0.393
O -1.03223 0.78460 2.33073 0.13 -0.65 0.37 -0.400
H 0.32869 -1.05448 5.04789 -0.14 0.14 -0.17 0.070
H -1.31356 -1.19719 4.32877 0.22 0.18 -0.06 0.056
H -0.82517 0.31082 5.17226 0.08 -0.19 -0.17 0.070
```
Forces are in eV/Å.

The gap between HOMO and LUMO is 8.059 eV. The spin multiplicity is 1. The lowest unoccupied orbital energy comes out at -0.3 eV.